{"formula": "C5H12OP2", "method": "ωB97M-V with the def2-TZVPD basis set", "symbols": ["C", "C", "C", "C", "C", "O", "P", "P", "H", "H", "H", "H", "H", "H", "H", "H", "H", "H", "H", "H"], "xyz": [[-1.122, 0.875, 0.882], [-1.679, -0.893, -1.130], [0.244, 1.404, 0.516], [0.505, -0.455, -1.574], [1.805, -1.068, 0.992], [2.632, 0.921, -0.709], [-2.298, 0.697, -0.581], [1.431, 0.222, -0.233], [-0.951, -0.111, 1.416], [-1.676, 1.564, 1.578], [-1.936, -1.249, -2.039], [-1.630, -1.556, -0.326], [0.304, 2.355, -0.057], [0.832, 1.659, 1.527], [0.773, -1.430, -2.012], [0.238, 0.371, -2.249], [0.938, -1.205, 1.718], [2.290, -1.906, 0.516], [2.601, -0.487, 1.521], [-3.300, 0.293, 0.243]], "mulliken_charge": [-0.560, -0.810, -0.764, -0.974, -1.005, -0.774, 0.026, 1.008, 0.200, 0.365, 0.493, 0.377, 0.390, 0.266, 0.389, 0.404, 0.297, 0.367, 0.306, 0.000], "e_lumo_ev": 0.172, "spin_multiplicity": 1, "homo_energy_ha": -0.342, "gap_ev": 9.4778, "e_tot_ev": -26002.5921}